Record 1
Formula: C32H70BClN2O15P2
Source: the OMol25 dataset
Level of theory: ωB97M-V with the def2-TZVPD basis set

```
123
Properties=species:S:1:pos:R:3:forces:R:3
C -3.200 5.884 -1.074 -0.94 0.75 -0.22
O -3.620 4.749 -1.869 0.98 -0.67 0.77
B -2.601 3.818 -2.015 -0.11 0.57 -1.48
O -1.759 3.964 -3.128 -0.35 0.45 1.33
C -2.367 2.557 -1.014 -0.45 -0.45 1.54
C -1.840 3.156 0.290 -1.70 -2.21 -4.72
N -1.517 3.659 1.238 1.30 1.68 3.14
P -0.941 1.497 -1.707 2.04 0.35 -0.94
C 0.100 1.015 -0.223 -1.02 -1.05 0.56
O -1.552 0.087 -2.415 0.25 0.72 1.25
C -3.687 1.762 -0.647 -0.10 -0.08 1.86
Cl -4.670 2.744 0.586 0.04 -0.24 -0.27
C -3.278 0.508 0.122 -1.70 4.45 -2.86
N -2.963 -0.512 0.460 1.08 -3.38 1.59
P -4.737 1.293 -2.140 -0.18 -1.15 -1.46
C -5.824 2.749 -2.644 1.03 0.36 0.93
C -5.986 0.046 -1.489 -0.45 1.45 1.07
H -3.740 5.853 -0.108 0.61 -0.11 -0.34
H -2.102 5.953 -0.943 -0.57 -0.14 0.06
H -3.552 6.793 -1.607 0.38 -0.52 0.28
H -0.933 4.404 -2.868 0.02 -0.45 -0.47
H -0.491 0.512 0.572 0.36 0.28 -0.33
H 0.607 1.886 0.231 -0.26 -0.34 -0.57
H 0.847 0.268 -0.571 -0.36 0.67 0.01
H -0.823 -0.191 -2.993 -0.41 0.07 -0.02
H -5.241 3.291 -3.416 -0.64 -0.31 0.31
H -6.805 2.414 -3.021 0.56 -0.01 0.18
H -5.928 3.438 -1.780 -0.27 -0.36 -0.53
H -5.544 -0.655 -0.759 -0.12 0.12 -0.69
H -6.737 0.653 -0.924 0.37 -0.56 -0.25
H -6.541 -0.443 -2.307 0.67 0.10 0.27
C 6.027 3.508 -4.317 0.30 -0.15 -0.03
O 6.115 2.747 -3.128 -0.45 0.19 -0.06
C 5.332 3.235 -2.050 0.07 -0.11 -0.05
C 4.367 2.202 -1.481 0.07 -0.22 0.35
O 3.378 1.667 -2.351 0.13 0.00 -0.03
C 3.806 0.915 -3.481 -0.13 0.10 -0.22
C 4.571 -0.377 -3.218 0.14 0.18 -0.11
O 5.812 -0.172 -2.565 -0.41 -0.09 0.31
C 5.983 -0.902 -1.364 0.33 0.07 -0.17
H 6.884 4.187 -4.384 -0.13 0.12 -0.07
H 6.066 2.820 -5.164 0.07 -0.01 0.01
H 5.096 4.077 -4.389 0.03 0.03 0.09
H 4.777 4.133 -2.337 0.02 -0.02 -0.12
H 6.029 3.521 -1.253 -0.18 0.04 0.18
H 3.808 2.698 -0.682 -0.07 0.08 -0.13
H 4.905 1.394 -0.983 0.19 0.00 -0.18
H 4.340 1.555 -4.182 0.26 -0.05 0.08
H 2.882 0.637 -3.998 -0.01 -0.06 0.13
H 4.794 -0.832 -4.190 -0.23 -0.02 -0.07
H 3.934 -1.076 -2.664 0.07 0.05 0.10
H 5.033 -1.178 -0.899 -0.03 0.00 -0.05
H 6.537 -0.276 -0.661 0.03 -0.01 -0.02
H 6.574 -1.802 -1.559 -0.09 -0.09 0.11
C -9.037 -4.612 3.218 0.06 -0.03 -0.33
O -7.985 -3.741 2.855 -0.09 -0.04 0.47
C -7.805 -2.627 3.715 0.09 -0.08 -0.13
C -6.394 -2.515 4.281 0.31 0.23 -0.15
O -5.911 -3.589 5.078 -0.10 -0.02 -0.10
C -5.756 -4.869 4.477 -0.11 -0.20 0.15
C -4.748 -4.995 3.341 -0.26 -0.08 -0.13
O -5.088 -4.219 2.205 0.32 0.22 0.38
C -4.084 -3.315 1.776 -0.27 -0.14 -0.30
H -9.931 -4.384 2.628 -0.08 -0.03 0.14
H -8.728 -5.634 2.989 -0.01 0.01 -0.05
H -9.276 -4.564 4.284 0.01 0.07 -0.01
H -8.527 -2.641 4.539 -0.02 -0.13 -0.01
H -8.003 -1.729 3.119 0.08 0.16 0.17
H -6.389 -1.643 4.942 -0.09 -0.10 0.10
H -5.675 -2.275 3.498 -0.13 -0.15 -0.18
H -6.725 -5.275 4.191 0.00 0.08 -0.27
H -5.403 -5.518 5.286 0.10 0.11 -0.01
H -4.738 -6.043 3.018 0.05 -0.11 0.26
H -3.745 -4.753 3.712 -0.03 0.14 -0.05
H -3.391 -3.039 2.575 -0.02 -0.03 0.02
H -4.572 -2.407 1.422 0.03 -0.03 -0.02
H -3.530 -3.752 0.940 0.15 0.10 0.05
C 9.212 7.541 -1.053 0.12 0.31 0.02
O 8.805 8.245 -2.210 -0.18 -0.45 0.05
C 8.553 7.433 -3.346 -0.03 0.17 0.06
C 7.158 7.620 -3.932 -0.16 0.18 -0.31
O 6.040 7.329 -3.098 0.25 0.10 0.01
C 5.868 8.116 -1.925 -0.08 -0.19 0.24
C 5.618 9.609 -2.108 0.21 -0.06 0.11
O 6.705 10.291 -2.711 -0.36 -0.17 -0.32
C 6.377 11.024 -3.876 0.29 0.15 0.19
H 10.302 7.579 -0.957 -0.02 -0.15 0.05
H 8.775 8.035 -0.183 0.04 0.04 0.00
H 8.876 6.500 -1.052 0.02 0.00 -0.07
H 8.713 6.374 -3.121 -0.02 0.01 0.12
H 9.283 7.721 -4.111 -0.11 -0.14 -0.19
H 7.078 6.930 -4.778 -0.02 -0.12 0.13
H 7.043 8.611 -4.372 0.16 0.11 0.18
H 6.680 7.934 -1.223 0.15 0.21 -0.07
H 4.976 7.704 -1.440 -0.05 0.06 -0.13
H 5.483 10.045 -1.111 -0.18 -0.14 0.07
H 4.688 9.761 -2.665 0.08 0.01 -0.10
H 5.480 10.648 -4.373 -0.02 -0.02 0.05
H 7.213 10.944 -4.575 0.01 0.03 0.02
H 6.244 12.080 -3.623 -0.12 0.01 -0.11
C -0.696 -7.311 1.980 0.28 -0.16 0.01
O -0.647 -8.062 3.177 -0.42 0.23 -0.11
C -1.442 -7.551 4.235 0.10 -0.15 -0.05
C -2.438 -8.563 4.786 0.05 -0.21 0.34
O -3.417 -9.084 3.897 0.12 0.05 -0.04
C -2.985 -9.853 2.780 -0.10 0.10 -0.23
C -2.263 -11.164 3.067 0.14 0.17 -0.11
O -1.031 -10.990 3.746 -0.41 -0.06 0.30
C -0.907 -11.716 4.954 0.33 0.06 -0.17
H 0.173 -6.647 1.920 -0.11 0.10 -0.06
H -0.653 -8.007 1.139 0.05 0.00 0.01
H -1.616 -6.726 1.885 0.01 0.01 0.07
H -1.976 -6.644 3.932 0.00 -0.03 -0.14
H -0.755 -7.271 5.042 -0.19 0.03 0.18
H -3.005 -8.052 5.571 -0.07 0.08 -0.13
H -1.926 -9.378 5.300 0.20 0.00 -0.17
H -2.419 -9.233 2.087 0.26 -0.06 0.09
H -3.906 -10.110 2.245 -0.02 -0.06 0.14
H -2.032 -11.632 2.103 -0.22 -0.01 -0.08
H -2.931 -11.841 3.611 0.07 0.05 0.10
H -1.874 -11.962 5.400 -0.02 0.00 -0.05
H -0.351 -11.101 5.665 0.03 -0.02 -0.02
H -0.337 -12.633 4.777 -0.10 -0.08 0.11
```
Forces are in eV/Å.

Values from the calculation:
total energy	-99779.434	eV
lowest unoccupied orbital energy	0.27	eV
SMILES	COB(O)[C@](C#N)(P(C)O)[C@](Cl)(C#N)P(C)C.COCCOCCOC.COCCOCCOC.COCCOCCOC.COCCOCCOC
frontier orbital gap	8.6	eV
E_HOMO	-0.3077	Eh

Record 2
Formula: H2N2O3S2
Source: the OMol25 dataset
Level of theory: ωB97M-V with the def2-TZVPD basis set

```
9
Properties=species:S:1:pos:R:3:forces:R:3
N 1.998 1.105 1.168 -1.34 0.74 -2.60
N 0.336 0.241 -0.729 -1.51 0.60 0.18
O 0.226 -0.171 2.498 0.20 -0.60 0.75
O 1.231 1.882 3.412 -0.13 0.58 0.69
O -0.186 1.808 1.276 -2.17 1.12 0.35
S 0.889 1.070 2.317 0.27 -1.60 0.76
S 0.758 1.603 0.058 3.79 -0.20 -0.12
H 0.936 -0.459 -1.047 1.88 -1.38 0.70
H -0.223 0.420 -1.527 -0.99 0.73 -0.71
```
Forces are in eV/Å.

Values from the calculation:
energy relative to the best compared isomer or geometry (same formula, charge and spin)	21.5	kcal/mol
total energy	-30822.122	eV
lowest unoccupied orbital energy	-0.37	eV
frontier orbital gap	9.7	eV
E_HOMO	-0.3703	Eh

Record 3
Formula: C42H51N4O2STeW
Source: the OMol25 dataset
Level of theory: ωB97M-V with the def2-TZVPD basis set

```
102
Properties=species:S:1:pos:R:3:forces:R:3
W 0.835 1.431 -1.194 0.43 -0.24 1.11
C -2.130 2.599 -1.290 -0.02 -0.04 0.03
N -0.727 3.028 -1.045 0.17 -0.14 -0.07
C -0.679 3.643 0.315 -0.02 0.02 0.07
C -0.352 4.079 -2.043 0.01 -0.01 0.01
C 1.139 4.255 -2.049 -0.06 -0.02 -0.02
C 1.734 5.423 -2.511 0.04 0.00 0.01
C 3.116 5.534 -2.524 -0.01 -0.02 0.01
C 3.908 4.486 -2.062 -0.02 0.02 -0.01
C 3.314 3.322 -1.604 0.02 -0.03 0.04
C 1.921 3.183 -1.604 -0.09 -0.16 0.08
H -2.790 3.467 -1.224 0.01 0.02 0.00
H -2.425 1.868 -0.539 0.03 -0.02 -0.01
H -2.227 2.161 -2.280 0.01 0.02 -0.02
H -1.384 4.475 0.349 0.00 0.01 -0.01
H 0.325 4.005 0.524 0.00 0.01 0.00
H -0.961 2.899 1.056 -0.01 -0.02 0.00
H -0.877 5.007 -1.801 -0.01 -0.01 0.02
H -0.698 3.744 -3.022 -0.01 0.00 0.00
H 1.121 6.249 -2.850 0.00 0.00 0.00
H 3.577 6.447 -2.876 0.01 0.00 0.00
H 4.985 4.589 -2.047 0.00 0.00 0.00
H 3.945 2.530 -1.216 -0.01 0.00 0.00
C 3.522 -1.438 0.148 -0.01 0.01 0.00
N 4.213 -0.823 -0.989 -0.01 -0.01 0.02
C 5.650 -1.072 -1.097 0.03 -0.03 -0.01
C 3.591 -0.087 -1.863 0.08 -0.07 0.29
O 2.349 0.141 -1.824 -0.51 0.40 -0.24
H 3.679 -2.515 0.115 0.01 0.00 0.00
H 2.459 -1.227 0.104 0.00 -0.02 -0.01
H 3.939 -1.044 1.075 0.01 0.01 -0.01
H 6.152 -0.682 -0.213 -0.01 0.00 0.01
H 6.048 -0.584 -1.983 -0.01 0.01 0.00
H 5.828 -2.143 -1.165 -0.01 0.00 0.00
H 4.198 0.325 -2.672 -0.03 0.01 -0.02
C 0.460 -6.136 0.579 0.00 0.04 0.02
C -0.196 -4.793 0.756 0.06 -0.05 -0.04
C -0.163 -3.832 -0.246 0.01 0.00 0.00
C -0.805 -2.606 -0.098 0.06 -0.11 0.10
C -0.700 -1.616 -1.220 0.08 -0.19 -0.18
C -1.490 -2.327 1.089 -0.01 -0.02 -0.11
Te -2.596 -0.539 1.229 0.12 0.17 0.10
N 1.059 1.193 0.539 0.20 0.56 -1.71
C 1.394 0.833 1.865 -0.35 -0.04 0.55
O 0.846 -0.105 2.380 0.03 -0.22 -0.12
C 2.412 1.672 2.548 0.03 0.08 -0.26
C 2.800 1.303 3.835 0.01 -0.04 0.01
C 3.748 2.053 4.507 -0.01 0.00 0.02
C 4.307 3.174 3.904 -0.01 0.00 0.00
C 3.917 3.550 2.625 -0.01 -0.01 0.01
C 2.969 2.801 1.946 -0.03 -0.04 -0.01
C -4.378 -1.380 1.985 -0.06 0.00 -0.15
C -4.916 -0.907 3.185 -0.03 -0.05 0.00
C -4.322 0.193 4.027 0.01 0.01 -0.01
C -6.080 -1.506 3.666 0.01 0.02 0.03
C -6.708 -2.544 2.999 -0.03 -0.02 0.02
C -7.969 -3.165 3.530 0.01 0.02 -0.01
C -6.150 -2.986 1.804 0.01 -0.03 -0.02
C -4.999 -2.424 1.274 -0.05 0.05 0.02
C -4.475 -2.976 -0.026 -0.02 0.02 0.01
C -1.484 -3.252 2.139 0.08 0.00 0.03
C -2.122 -2.989 3.476 0.03 -0.07 0.00
C -0.842 -4.472 1.940 -0.02 0.03 0.07
H 0.883 -6.245 -0.419 0.00 0.00 0.00
H -0.259 -6.941 0.730 0.00 0.00 -0.01
H 1.261 -6.279 1.306 0.00 0.00 0.00
H 0.357 -4.051 -1.173 -0.01 0.00 0.00
H -0.156 -2.042 -2.066 -0.03 0.03 0.03
H -0.104 -0.754 -0.874 -0.03 0.17 0.09
H -1.662 -1.244 -1.570 -0.05 0.05 0.07
H 2.348 0.433 4.292 0.00 0.00 0.00
H 4.048 1.770 5.507 0.00 0.00 0.00
H 5.044 3.760 4.436 0.00 0.00 0.00
H 4.344 4.430 2.164 0.00 0.00 0.00
H 2.652 3.097 0.955 0.03 0.00 0.03
H -3.448 0.656 3.577 0.00 -0.01 0.00
H -4.023 -0.201 5.000 0.00 0.00 0.01
H -5.063 0.972 4.207 -0.01 0.00 0.01
H -6.501 -1.145 4.598 0.00 0.00 0.00
H -8.175 -2.837 4.548 0.00 -0.01 0.00
H -7.902 -4.253 3.526 0.00 0.00 0.00
H -8.823 -2.889 2.909 0.00 0.00 0.00
H -6.634 -3.792 1.262 0.00 0.00 0.00
H -5.268 -3.502 -0.557 0.00 -0.01 0.02
H -3.659 -3.682 0.142 0.02 0.01 -0.01
H -4.098 -2.183 -0.675 0.01 0.00 0.00
H -2.068 -1.932 3.738 -0.01 0.00 0.01
H -1.614 -3.562 4.250 -0.01 -0.01 0.00
H -3.174 -3.280 3.478 -0.01 0.03 0.00
H -0.843 -5.194 2.751 -0.02 0.00 -0.01
S -0.221 1.017 -3.513 0.00 -0.09 0.09
C 1.048 0.814 -4.678 0.04 0.04 0.09
N 0.843 -0.118 -5.635 -0.09 -0.05 -0.02
C 1.677 -0.350 -6.670 0.04 0.02 -0.02
C 2.828 0.378 -6.788 -0.01 0.01 0.02
C 3.092 1.353 -5.821 -0.02 -0.02 -0.01
C 2.216 1.571 -4.777 0.02 0.02 0.02
H -0.014 -0.657 -5.567 0.02 0.00 0.00
H 1.374 -1.116 -7.368 -0.01 0.00 0.01
H 3.496 0.203 -7.617 0.00 0.00 0.00
H 3.986 1.959 -5.902 0.00 0.00 0.00
H 2.398 2.345 -4.042 0.00 -0.01 -0.03
```
Forces are in eV/Å.

Values from the calculation:
energy relative to the best compared isomer or geometry (same formula, charge and spin)	8.6	kcal/mol
total energy	-74379.031	eV
total charge	+2
lowest unoccupied orbital energy (alpha / beta)	-6.23 / -6.09	eV
spin multiplicity	2
frontier orbital gap (alpha / beta)	4.9 / 5.1	eV
E_HOMO (alpha / beta)	-0.4107 / -0.4107	Eh